# 1
Density functional theory data (the ωB97M-V functional and the def2-TZVPD basis) for a single C5H8INO2 molecule at a distorted geometry.

Structure (ORCA input):
```
! wB97M-V def2-TZVPD RIJCOSX def2/J DEFGRID3
* xyz 0 1
O -1.742 -1.030 1.315
C -0.688 -0.597 1.686
O -0.456 -0.151 2.852
C 0.608 -0.452 0.475
I 2.352 -1.501 1.251
C 0.155 -1.067 -0.869
C -0.406 0.188 -1.583
C -0.295 1.355 -0.607
N 0.787 0.969 0.331
H 0.319 0.400 3.142
H -0.457 -1.917 -0.881
H 0.980 -1.436 -1.453
H -0.059 0.652 -2.534
H -1.383 -0.142 -1.805
H -0.197 2.304 -1.107
H -1.222 1.346 -0.043
H 1.704 1.078 -0.170
*
```

The value obtained for the energy above the lowest of the compared OMol25 structures with the same formula, charge and spin is 14.7 kcal/mol. The gap between HOMO and LUMO is 9.62 eV. The value obtained for the LUMO energy is 0.2 eV. The structure (SMILES) is O=C(O)[C@@]1(I)CCCN1.

# 2
Density functional theory data (the ωB97M-V functional and the def2-TZVPD basis) for a molecular structure, C24H14F7KN2O3 at a distorted geometry.

Structure (ORCA input):
```
! wB97M-V def2-TZVPD RIJCOSX def2/J DEFGRID3
* xyz -2 1
K -1.405 1.139 -1.214
C 1.536 2.940 -1.864
O 1.086 1.924 -0.940
C 2.038 1.554 -0.027
C 3.285 2.138 0.050
C 4.265 1.681 0.898
C 3.939 0.627 1.727
C 2.711 -0.009 1.691
C 1.722 0.541 0.865
N 0.392 -0.060 0.870
N 0.086 -0.527 2.001
C -1.054 -1.171 2.255
C -2.078 -1.596 1.270
O -2.073 -1.309 0.084
C -3.164 -2.388 1.808
C -3.197 -2.759 3.098
C -2.253 -2.318 4.100
C -2.389 -2.716 5.447
C -1.443 -2.432 6.357
C -0.323 -1.666 5.923
C -0.178 -1.169 4.660
C -1.148 -1.548 3.668
H 2.443 2.698 -2.438
H 1.759 3.920 -1.369
H 0.714 3.037 -2.590
H 3.560 3.006 -0.562
H 5.238 2.192 0.957
H 4.676 0.276 2.424
H 2.362 -0.844 2.344
H -3.919 -2.761 1.075
H -4.009 -3.467 3.440
H -3.295 -3.281 5.694
H -1.434 -2.691 7.393
H 0.428 -1.438 6.679
H 0.778 -0.682 4.361
F 0.202 -1.267 -8.510
C 0.351 -0.889 -7.210
C 0.230 -1.776 -6.146
F 0.430 -3.101 -6.339
C 0.005 -1.333 -4.882
F 0.071 -2.298 -3.912
C -0.308 0.011 -4.510
O -0.534 0.457 -3.380
C -0.057 0.872 -5.626
F -0.023 2.222 -5.554
C 0.257 0.423 -6.899
F 0.174 1.292 -7.944
F -3.247 4.548 -0.433
C -2.787 3.319 0.029
F -1.334 3.453 0.078
H -3.085 3.226 1.102
*
```

The value obtained for the energy above the lowest of the compared OMol25 structures with the same formula, charge and spin is 16.4 kcal/mol. The gap between HOMO and LUMO is 4.91 eV. The value obtained for the LUMO energy is 4.4 eV.

# 3
Density functional theory data (the ωB97M-V functional and the def2-TZVPD basis) for a molecular structure, C8H23BMnO5 at a distorted geometry.

Structure (ORCA input):
```
! wB97M-V def2-TZVPD RIJCOSX def2/J DEFGRID3
* xyz -3 7
Mn -1.629 21.011 18.857
C -2.012 24.601 21.103
C -2.665 24.117 19.804
O -1.850 23.306 18.971
H -1.707 23.808 21.785
H -2.700 25.141 21.753
H -1.151 25.216 20.842
H -2.991 25.026 19.298
H -3.610 23.637 20.057
O 0.089 21.579 17.656
C 0.799 20.441 17.309
C 0.618 19.172 18.262
O -0.762 18.947 18.630
H 1.861 20.688 17.303
H 0.491 20.129 16.311
H 1.271 19.300 19.125
H 0.976 18.277 17.754
B -3.026 19.701 16.960
H -2.265 19.347 16.282
H -3.356 19.031 17.739
H -2.718 20.653 17.365
H -3.911 19.929 16.386
C 0.415 21.253 21.335
O -0.850 21.028 20.777
C -1.643 20.285 21.680
C -3.030 20.612 21.325
O -3.344 20.488 19.938
C -4.707 20.767 19.643
H 0.380 21.767 22.296
H 0.987 21.895 20.665
H 1.038 20.408 21.628
H -1.528 20.492 22.744
H -1.377 19.232 21.592
H -3.326 21.601 21.674
H -3.715 19.966 21.875
H -5.360 20.413 20.440
H -5.040 20.266 18.734
H -4.957 21.826 19.576
*
```

As for the expectation value of S²: 12.004. The gap between HOMO and LUMO (spin up / spin down) is 2.29 / 4.93 eV. The value obtained for the LUMO energy (spin up / spin down) is 7.6 / 7.6 eV.

# 4
Density functional theory data (the ωB97M-V functional and the def2-TZVPD basis) for a single C3H5ClFN3 molecule at a distorted geometry.

Structure (ORCA input):
```
! wB97M-V def2-TZVPD RIJCOSX def2/J DEFGRID3
* xyz 0 1
C 1.428 -1.033 -0.216
C 0.002 1.170 -0.524
C -1.882 -0.212 0.350
N 0.083 -1.112 -0.197
N 2.064 0.089 -0.237
N -0.594 0.013 -0.269
F 3.382 -0.084 0.309
Cl -0.793 2.592 0.025
H 2.080 -1.843 0.000
H 1.005 1.387 -0.806
H -2.538 -1.047 -0.146
H -1.792 -0.587 1.457
H -2.444 0.665 0.254
*
```

The value obtained for the energy above the lowest of the compared OMol25 structures with the same formula, charge and spin is 72.8 kcal/mol. The gap between HOMO and LUMO (spin up / spin down) is 8.65 / 8.65 eV. The value obtained for the LUMO energy (spin up / spin down) is 0.0 / 0.0 eV.

The records above yield molar mass values of 241.028 550.471 265.017 137.545 g mol⁻¹, respectively.